156
Properties=species:S:1:pos:R:3:mulliken_charge:R:1 method="wB97M-V/def2-TZVPD" lumo_energy_ev=0.0 spin_multiplicity=1 homo_lumo_gap_ev=9.0 energy_ev=-87902.69216 de_lowest_kcal_mol=285.3 homo_ev=-8.94
C -1.48893 -4.71006 -4.88527 0.09
O -1.90043 -4.51930 -6.02839 -0.63
N -0.21566 -4.35633 -4.55542 0.29
C 0.33942 -4.51744 -3.20752 -1.04
C 0.78842 -3.76419 -5.48498 -0.66
H -1.98797 -5.33702 -4.13025 0.36
H -0.16376 -5.23427 -2.55861 0.36
H 0.34717 -3.56777 -2.67257 0.33
H 1.36523 -4.88560 -3.19124 0.27
H 1.81604 -3.69058 -5.12907 0.26
H 0.79017 -4.42981 -6.34816 0.38
H 0.61532 -2.74426 -5.82830 -0.01
C -4.96601 0.26723 -3.97397 0.06
O -4.79372 0.41267 -2.75747 -0.45
N -4.24003 -0.56877 -4.74549 0.06
C -3.91224 -0.29990 -6.14179 -0.87
C -3.11725 -1.32513 -4.10925 -0.89
H -5.59809 0.87190 -4.64257 0.31
H -3.01269 0.30428 -6.25960 0.27
H -4.73497 0.19834 -6.65460 0.35
H -3.70311 -1.29468 -6.53518 0.30
H -3.21950 -1.54476 -3.04652 0.28
H -3.17367 -2.29878 -4.59600 0.42
H -2.16084 -0.88478 -4.39119 0.17
C 1.30956 -3.95842 2.46894 0.37
O 0.34359 -4.27390 1.65218 -0.79
N 2.23684 -4.84610 2.89152 0.25
C 3.30838 -4.60198 3.79350 -0.72
C 2.25690 -6.17097 2.22472 -1.02
H 1.34374 -2.98551 2.98322 0.13
H 4.16111 -5.23994 3.56120 0.33
H 2.91326 -4.91840 4.75882 0.39
H 3.68908 -3.60162 3.99952 -0.02
H 1.53409 -6.18960 1.40905 0.30
H 3.28146 -6.41050 1.94015 0.32
H 2.09778 -6.95476 2.96530 0.37
C 1.77930 2.45621 -6.36248 0.11
O 2.84659 3.10277 -6.23027 -0.61
N 1.33419 1.38671 -5.68700 0.26
C 0.04019 0.78168 -6.05582 -0.64
C 2.09049 0.87753 -4.48335 -0.84
H 1.10294 2.78679 -7.16588 0.30
H -0.38408 1.12643 -6.99881 0.38
H -0.73613 1.02130 -5.32918 0.10
H -0.03755 -0.28788 -6.25099 0.09
H 1.50335 1.05937 -3.58319 0.19
H 2.15650 -0.19914 -4.63990 0.37
H 3.10151 1.27805 -4.40906 0.25
C 4.43200 -5.91810 -1.70258 0.05
O 4.40086 -6.49667 -2.75074 -0.55
N 4.40311 -4.57180 -1.51149 0.20
C 4.10491 -3.95237 -0.19368 -0.77
C 4.57051 -3.62030 -2.58093 -1.15
H 4.34143 -6.45170 -0.74379 0.35
H 3.95159 -2.87382 -0.22978 0.20
H 4.99745 -4.05915 0.42282 0.39
H 3.28003 -4.51404 0.24472 0.20
H 5.24735 -2.79911 -2.34505 0.37
H 5.11789 -4.18757 -3.33371 0.39
H 3.66077 -3.03682 -2.72243 0.34
C 5.32740 4.91974 2.17022 0.01
O 5.53876 5.40654 1.06197 -0.59
N 4.32851 4.05396 2.45253 0.22
C 4.06995 3.72293 3.80694 -0.95
C 3.57161 3.35328 1.39212 -0.77
H 5.79027 5.14813 3.14274 0.36
H 3.72044 4.61335 4.32953 0.43
H 4.90932 3.46984 4.45463 0.42
H 3.26312 2.99454 3.88805 0.06
H 3.65960 2.28975 1.61408 0.21
H 2.60238 3.85189 1.40148 0.27
H 3.89074 3.36983 0.35001 0.36
C 4.97356 -1.69704 5.41402 0.04
O 5.70051 -2.66485 5.39017 -0.59
N 4.77237 -0.94799 4.29724 0.18
C 3.55077 -0.07812 4.21492 -0.16
C 5.46544 -1.43121 3.09187 -0.96
H 4.47195 -1.32343 6.32012 0.37
H 2.98597 -0.01625 5.14512 0.38
H 2.87561 -0.68064 3.60728 -0.03
H 3.61258 0.91351 3.76666 -0.17
H 5.86353 -2.44324 3.16545 0.37
H 4.86837 -1.35398 2.18321 0.21
H 6.34484 -0.79266 3.00812 0.40
C -0.29145 -0.76425 -0.92372 -0.17
O 0.40035 -1.04913 -1.89577 -0.63
N 0.08430 -0.21067 0.26611 0.69
C -0.74408 0.78277 1.11543 1.05
C 1.47503 -0.34932 0.71730 -0.96
H -1.36727 -0.57009 -1.05456 0.37
H -0.35116 1.78965 0.97432 0.00
H -0.47836 0.51625 2.13839 -0.37
H -1.82267 0.69204 0.98688 -0.45
H 1.45948 -0.96660 1.61554 0.06
H 2.26133 -0.71760 0.05836 0.31
H 1.80898 0.63348 1.04998 0.17
C 0.98962 4.60375 -2.97837 0.07
O 2.08510 4.64525 -2.46160 -0.56
N -0.16797 4.05779 -2.62014 0.39
C -1.43857 4.16602 -3.37498 -0.83
C -0.13996 3.09404 -1.45772 -0.94
H 0.83470 5.20444 -3.88799 0.31
H -2.01559 4.93240 -2.85747 0.34
H -2.00032 3.23355 -3.42997 0.06
H -1.17609 4.54997 -4.36078 0.42
H 0.88051 3.01126 -1.08369 0.28
H -0.81801 3.29302 -0.62780 0.33
H -0.64658 2.18407 -1.77926 0.10
C 0.18143 -1.20867 4.89786 0.69
O 1.20393 -1.85117 5.13029 -0.66
N -1.10048 -1.56602 5.15608 0.20
C -2.21369 -0.75549 4.63913 -0.70
C -1.41358 -2.83261 5.88773 -1.01
H 0.14967 -0.22701 4.40034 -0.04
H -2.62186 -0.25199 5.51548 0.34
H -2.96895 -1.25151 4.02950 0.40
H -1.82350 -0.01260 3.94345 -0.12
H -0.48420 -3.23574 6.29001 0.27
H -1.98117 -2.79835 6.81768 0.36
H -1.82786 -3.59206 5.22463 0.33
C -4.03735 3.20276 0.92497 -0.27
O -2.89620 2.79545 0.62437 -0.09
N -5.00452 3.61559 0.08724 0.39
C -6.20204 4.40974 0.44165 -0.98
C -4.89167 3.42400 -1.41802 -0.90
H -4.22941 3.61493 1.92769 0.23
H -6.28221 5.39683 -0.01370 0.35
H -6.36309 4.55263 1.51018 0.33
H -7.13510 3.89344 0.21596 0.33
H -4.95021 4.44597 -1.79253 0.52
H -3.93158 2.97795 -1.67757 0.02
H -5.51598 2.65339 -1.87023 0.19
C -0.10855 3.18055 3.29350 0.40
O 0.85541 2.64570 3.66727 -0.54
N -0.39420 4.52670 3.51026 0.19
C -1.55989 5.16619 2.98648 -0.79
C 0.55481 5.31747 4.35446 -1.03
H -0.89900 2.68532 2.70857 -0.07
H -1.34441 5.64782 2.03269 0.25
H -2.03142 5.88505 3.65655 0.38
H -2.24684 4.32169 2.93153 0.12
H 0.07816 5.84750 5.17905 0.38
H 1.49974 4.82550 4.58508 0.16
H 1.10679 6.03726 3.75003 0.39
C -4.78869 0.03879 0.41344 0.34
O -3.93296 -0.25581 1.22190 -0.72
N -5.98196 -0.59662 0.28552 0.18
C -7.10797 -0.12705 -0.50434 -0.64
C -6.20172 -1.68685 1.20123 -0.99
H -4.67569 0.82570 -0.34828 0.16
H -6.70117 0.71456 -1.06498 0.02
H -7.86718 0.28305 0.16162 0.34
H -7.44722 -0.92371 -1.16641 0.32
H -6.63272 -1.40320 2.16138 0.30
H -6.97061 -2.35690 0.81661 0.36
H -5.29595 -2.27579 1.34553 0.27